11 unconnected molecules or ions with the total composition C78H181N11O18, computed with the ωB97M-V functional and the def2-TZVPD basis.

## Properties
- Orbital gap: 8.302 eV
- SMILES string: CC1(C)CCCC(C)(C)N1O.CC1(C)CCCC(C)(C)N1O.CC1(C)CCCC(C)(C)N1O.CC1(C)CCCC(C)(C)N1O.COCCNCCOC.COCCNCCOC.COCCNCCOC.COCCNCCOC.COCCNCCOC.COCCNCCOC.COCCNCCOC
- Charge: 0
- Lowest unoccupied orbital energy: 0.3959 eV

Positions of all 288 atoms, in Å:
1 C -1.0624 0.3217 -5.1631
2 O 0.2702 0.6553 -4.8214
3 C 1.2870 0.0637 -5.5779
4 C 2.6689 0.6234 -5.2660
5 N 2.6323 2.0378 -5.7012
6 C 3.9372 2.7613 -5.5442
7 C 4.3357 3.1682 -4.1436
8 O 5.4945 3.9393 -4.2841
9 C 6.0628 4.4064 -3.0550
10 H -1.3280 0.8753 -6.0636
11 H -1.7875 0.5857 -4.3933
12 H -1.1721 -0.7250 -5.4468
13 H 1.1406 0.2337 -6.6446
14 H 1.2964 -0.9976 -5.3294
15 H 3.4939 0.0917 -5.7400
16 H 2.6814 0.5082 -4.1822
17 H 1.8725 2.5389 -5.2631
18 H 3.9007 3.6755 -6.1366
19 H 4.7680 2.1964 -5.9670
20 H 4.5487 2.3011 -3.5185
21 H 3.5925 3.7464 -3.5947
22 H 6.5210 3.5864 -2.5020
23 H 5.3407 4.7757 -2.3267
24 H 6.9337 5.0345 -3.2428
25 C 4.2849 6.6123 5.9916
26 O 4.8632 5.9342 4.9085
27 C 4.2303 4.7038 4.4818
28 C 4.4274 3.5465 5.5243
29 N 3.7161 2.3482 5.1858
30 C 2.2658 2.4708 5.2683
31 C 1.7313 1.0599 5.2421
32 O 2.3393 0.2493 6.2632
33 C 2.0431 -1.1779 6.1111
34 H 3.3373 7.0587 5.6903
35 H 4.9026 7.4665 6.2686
36 H 4.0560 5.9725 6.8438
37 H 4.7784 4.4491 3.5746
38 H 3.1863 4.8343 4.1970
39 H 4.2126 3.7704 6.5693
40 H 5.4782 3.2722 5.4315
41 H 3.9928 1.6640 5.8752
42 H 1.9282 2.9796 4.3654
43 H 1.9272 3.1510 6.0497
44 H 2.0446 0.6697 4.2737
45 H 0.6582 1.0916 5.4308
46 H 0.9715 -1.3507 6.2107
47 H 2.4838 -1.7008 6.9599
48 H 2.4948 -1.6629 5.2457
49 C 1.8705 4.8879 9.0489
50 O 0.6576 4.7730 8.3168
51 C 0.4970 5.8847 7.3300
52 C -0.7687 5.6961 6.3898
53 N -0.4508 4.6407 5.4056
54 C -1.6529 4.2069 4.6999
55 C -1.3376 3.4104 3.4608
56 O -0.9691 2.0817 3.7452
57 C -0.5539 1.3107 2.5842
58 H 2.0570 4.0006 9.6538
59 H 1.9480 5.6938 9.7787
60 H 2.7395 4.8938 8.3910
61 H 1.3448 5.8806 6.6449
62 H 0.3255 6.8082 7.8830
63 H -1.0515 6.5606 5.7893
64 H -1.6022 5.4144 7.0333
65 H -0.1922 3.8697 6.0045
66 H -2.2973 5.0366 4.4093
67 H -2.2035 3.5145 5.3365
68 H -0.6625 3.9950 2.8358
69 H -2.2112 3.3238 2.8147
70 H -0.2297 0.2953 2.8123
71 H 0.2505 1.8794 2.1177
72 H -1.3825 1.4161 1.8840
73 C -10.3128 -3.7763 -5.5762
74 O -10.8563 -4.6959 -4.6712
75 C -10.1794 -4.7112 -3.3675
76 C -8.7878 -5.3797 -3.4485
77 N -7.7220 -4.3630 -3.4913
78 C -7.0720 -4.1392 -2.2162
79 C -6.1181 -2.9706 -2.3783
80 O -5.1290 -3.2742 -3.3182
81 C -4.0357 -4.1464 -2.9213
82 H -9.2810 -3.9913 -5.8540
83 H -10.4209 -2.7750 -5.1592
84 H -10.8629 -3.8153 -6.5164
85 H -10.6217 -5.2942 -2.5598
86 H -10.2294 -3.7055 -2.9500
87 H -8.7935 -5.9768 -4.3604
88 H -8.5674 -6.1146 -2.6743
89 H -6.8899 -4.6480 -3.9877
90 H -6.5590 -5.0667 -1.9616
91 H -7.7798 -3.9727 -1.4042
92 H -5.7700 -2.7343 -1.3727
93 H -6.6747 -2.0962 -2.7157
94 H -4.4480 -5.1500 -2.8171
95 H -3.5230 -3.8055 -2.0219
96 H -3.2948 -4.1410 -3.7207
97 C 8.9209 -4.2713 -8.0551
98 O 9.0441 -3.1966 -7.1820
99 C 10.1715 -3.1437 -6.3831
100 C 10.0008 -1.9547 -5.4617
101 N 8.9778 -2.0658 -4.4172
102 C 8.7174 -0.7346 -3.8680
103 C 7.5234 -0.8240 -3.0242
104 O 6.4009 -1.2536 -3.8464
105 C 5.1484 -1.1161 -3.1725
106 H 9.5990 -5.1225 -7.9946
107 H 9.0805 -3.8781 -9.0591
108 H 7.8991 -4.6329 -7.9396
109 H 11.0711 -2.9778 -6.9758
110 H 10.3573 -4.0707 -5.8406
111 H 9.8141 -1.0803 -6.0851
112 H 10.9662 -1.8115 -4.9764
113 H 8.1486 -2.2970 -4.9455
114 H 8.5294 -0.0492 -4.6945
115 H 9.6326 -0.4584 -3.3444
116 H 7.2270 0.1100 -2.5467
117 H 7.6240 -1.5661 -2.2321
118 H 4.9941 -1.8845 -2.4149
119 H 4.3835 -1.2255 -3.9412
120 H 4.9203 -0.1075 -2.8277
121 C 3.2912 5.4568 0.7846
122 O 2.2699 4.5095 0.4464
123 C 2.2735 3.2482 1.1238
124 C 3.6481 2.4994 1.2102
125 N 4.1920 2.0894 -0.0660
126 C 5.6960 2.0510 0.0628
127 C 6.2331 0.8913 0.9034
128 O 7.6926 0.7476 0.7520
129 C 8.2037 -0.5365 1.0547
130 H 2.9978 6.4378 0.4108
131 H 4.2459 5.1103 0.3889
132 H 3.3385 5.4664 1.8735
133 H 1.5953 2.6138 0.5531
134 H 1.8682 3.4654 2.1121
135 H 3.4041 1.5152 1.6100
136 H 4.3387 3.1067 1.7953
137 H 3.8522 2.6445 -0.8384
138 H 6.2004 2.9722 0.3547
139 H 6.1604 1.8423 -0.9010
140 H 5.8014 -0.0206 0.4909
141 H 6.0596 0.9113 1.9793
142 H 9.2828 -0.6410 0.9416
143 H 7.7631 -1.2716 0.3813
144 H 7.9980 -0.7900 2.0947
145 C 1.9089 -1.4452 1.9893
146 O 1.4953 -0.6682 0.9334
147 C 2.0913 -1.0154 -0.3434
148 C 1.5691 -0.0153 -1.4014
149 N 0.2610 -0.3839 -1.9311
150 C -0.8366 -0.4398 -0.9790
151 C -2.2178 -0.7531 -1.6312
152 O -2.8714 0.4381 -2.0738
153 C -4.1766 0.3501 -2.6323
154 H 2.9292 -1.4454 2.3730
155 H 1.7020 -2.5133 1.9236
156 H 1.1591 -1.1465 2.7219
157 H 1.9219 -2.0677 -0.5714
158 H 3.1662 -0.8718 -0.2343
159 H 2.2795 -0.0677 -2.2265
160 H 1.5517 0.9949 -0.9924
161 H 0.0655 0.1120 -2.7890
162 H -0.8786 0.4364 -0.3321
163 H -0.7123 -1.3619 -0.4111
164 H -2.8903 -1.3835 -1.0495
165 H -1.9878 -1.4692 -2.4201
166 H -3.9927 -0.2744 -3.5065
167 H -4.5062 1.3838 -2.7369
168 H -4.8981 -0.1494 -1.9857
169 C -1.8126 -2.7643 1.9608
170 C -2.3158 -3.8975 2.9151
171 C -1.0851 -4.4652 3.6799
172 C -0.5025 -3.5985 4.7774
173 C -1.5814 -3.2146 5.8293
174 C -2.9102 -2.7003 5.2093
175 N -3.2946 -3.4892 3.9677
176 O -4.5691 -3.2054 3.3853
177 C -4.0412 -2.9673 6.2094
178 C -2.8890 -1.1272 4.9585
179 C -2.9038 -5.0657 2.0224
180 H -2.7328 -2.2326 1.7189
181 H -1.3926 -3.1129 1.0173
182 H -1.0870 -2.0832 2.4055
183 H -1.4079 -5.3359 4.2508
184 H -0.2666 -4.7355 3.0128
185 H -0.1426 -2.6566 4.3633
186 H 0.3179 -4.1466 5.2406
187 H -1.1017 -2.3957 6.3654
188 H -1.8393 -3.9459 6.5953
189 H -4.1535 -4.0471 6.3070
190 H -3.7469 -2.6038 7.1940
191 H -5.0176 -2.5263 6.0088
192 H -2.1668 -0.9824 4.1551
193 H -3.8260 -0.6366 4.6947
194 H -2.6336 -0.6010 5.8783
195 H -2.1543 -5.5212 1.3752
196 H -3.5872 -4.5095 1.3808
197 H -3.5172 -5.8517 2.4631
198 H -4.9863 -4.0284 3.6503
199 C -6.4350 -0.5637 1.0263
200 C -6.9160 0.4766 2.1307
201 C -5.6551 0.8407 3.0610
202 C -4.5986 1.5401 2.2445
203 C -5.2313 2.8766 1.8841
204 C -6.5129 2.6659 0.9922
205 N -7.4842 1.7098 1.5883
206 O -8.5835 1.5335 0.7095
207 C -7.1034 4.0715 0.9837
208 C -6.0138 2.3921 -0.4780
209 C -7.9435 -0.1174 3.1735
210 H -7.2038 -0.5856 0.2540
211 H -6.3653 -1.5789 1.4169
212 H -5.4723 -0.3846 0.5474
213 H -5.8900 1.4234 3.9517
214 H -5.3334 -0.1483 3.3870
215 H -4.1245 1.0208 1.4116
216 H -3.7348 1.7570 2.8729
217 H -4.4746 3.4847 1.3885
218 H -5.4328 3.3576 2.8413
219 H -7.9776 4.0421 0.3333
220 H -7.3286 4.4039 1.9970
221 H -6.4459 4.7843 0.4860
222 H -5.4124 1.4858 -0.5496
223 H -6.8631 2.1853 -1.1292
224 H -5.5191 3.2190 -0.9875
225 H -8.1083 0.5000 4.0566
226 H -7.7691 -1.1748 3.3724
227 H -8.9001 -0.2141 2.6601
228 H -9.2444 2.1424 1.0473
229 C 0.1720 3.1791 -1.8641
230 C -0.5077 4.3380 -2.6333
231 C -1.8138 3.8981 -3.3352
232 C -2.9795 3.9467 -2.3037
233 C -3.1568 5.3006 -1.6311
234 C -1.7786 5.8022 -0.9645
235 N -0.6474 5.5465 -1.8325
236 O 0.5663 6.1454 -1.4979
237 C -1.9851 7.3623 -1.0079
238 C -1.6676 5.1976 0.4895
239 C 0.4032 4.6164 -3.8799
240 H 1.1849 3.4996 -1.6205
241 H -0.3635 3.0436 -0.9245
242 H 0.2907 2.2759 -2.4628
243 H -2.0905 4.5510 -4.1630
244 H -1.8379 2.8985 -3.7690
245 H -3.9093 3.5059 -2.6635
246 H -2.6719 3.1978 -1.5740
247 H -3.8570 5.1542 -0.8087
248 H -3.6262 5.9846 -2.3381
249 H -2.1799 7.6964 -2.0270
250 H -1.0774 7.9416 -0.8389
251 H -2.6671 7.7135 -0.2336
252 H -1.5080 4.1209 0.4312
253 H -2.5352 5.2801 1.1443
254 H -0.7800 5.6699 0.9104
255 H 0.4416 3.7355 -4.5207
256 H 0.1118 5.3485 -4.6331
257 H 1.4428 4.8629 -3.6641
258 H 0.8171 5.5305 -0.8046
259 C 3.5447 -7.1548 -2.0619
260 C 2.1361 -7.7447 -2.1886
261 C 1.5263 -8.0105 -0.7316
262 C 0.9845 -6.6795 -0.0793
263 C -0.0302 -6.0060 -1.0494
264 C 0.6130 -5.6402 -2.4546
265 N 1.2713 -6.8476 -3.0287
266 O 1.6945 -6.7120 -4.3679
267 C -0.5846 -5.2377 -3.3418
268 C 1.5464 -4.4331 -2.3393
269 C 2.2900 -9.0916 -2.8810
270 H 3.5258 -6.0801 -1.8805
271 H 4.2198 -7.2249 -2.9148
272 H 4.0772 -7.6301 -1.2381
273 H 0.6825 -8.7004 -0.7433
274 H 2.3848 -8.3741 -0.1669
275 H 1.7807 -5.9545 0.0893
276 H 0.6044 -6.8505 0.9279
277 H -0.2790 -5.1089 -0.4825
278 H -0.8938 -6.6700 -1.0879
279 H -1.2868 -4.6664 -2.7346
280 H -0.3197 -4.5824 -4.1715
281 H -1.0302 -6.1456 -3.7484
282 H 1.9857 -4.2156 -3.3129
283 H 0.9947 -3.5919 -1.9198
284 H 2.3160 -4.6648 -1.6030
285 H 1.4130 -9.7377 -2.8419
286 H 3.1280 -9.6341 -2.4435
287 H 2.5990 -8.9176 -3.9117
288 H 1.0719 -7.2317 -4.8815

Cartesian forces (eV/Å) of the 6 atoms listed first:
0.2 0.1 -1.2
-0.1 1.0 1.3
0.5 -1.1 -1.0
-1.9 1.6 0.6
2.2 -0.3 0.0
-1.3 0.0 -0.2